# 1
An isolated molecule of C6H14N2. Source: the Open Molecules 2025 dataset; level of theory: the ωB97M-V functional and the def2-TZVPD basis.

Element x y z (Å)
C: 0.485 0.116 0.011
C: -1.685 -0.689 1.328
C: 0.596 1.642 0.102
C: 1.037 -0.396 -1.326
C: 1.313 -0.483 1.154
C: -1.831 0.409 -0.833
N: -0.952 -0.264 0.122
N: -1.324 -1.633 0.263
H: -0.509 -2.232 0.427
H: -0.978 -0.763 2.181
H: 0.223 2.128 -0.792
H: 1.638 1.922 0.223
H: 0.043 2.009 0.962
H: 0.644 0.171 -2.168
H: 2.120 -0.299 -1.336
H: 0.785 -1.447 -1.468
H: 2.357 -0.219 1.009
H: 0.997 -0.085 2.116
H: 1.251 -1.569 1.186
H: -1.956 1.448 -0.551
H: -2.793 -0.090 -0.758
H: -1.461 0.325 -1.853

Output
- relative energy (zero: lowest compared OMol25 entry of this formula, charge and spin) (kcal per mole) = 103.6
- E (eV) = -9424.9911
- HOMO level (eV) = -6.7
- E_LUMO (eV) = 0.7

---

# 2
A structure of composition H4N3O. Source: the Open Molecules 2025 dataset; level of theory: the ωB97M-V functional and the def2-TZVPD basis.

Element x y z (Å)
N: -0.248 -0.394 1.104
N: 0.247 0.782 0.589
N: 0.427 0.300 -1.163
O: 0.112 -1.002 -1.116
H: -0.035 -1.020 0.237
H: -1.227 -0.493 1.034
H: -0.630 1.401 0.528
H: 1.354 0.425 -1.212

Output
- charge = -1
- relative energy (zero: lowest compared OMol25 entry of this formula, charge and spin) (kcal per mole) = 72.4
- E (eV) = -6578.4289
- HOMO level (eV) = -1.9
- E_LUMO (eV) = 5.5

---

# 3
A structure of composition C30H25N7S2SeV. Source: the Open Molecules 2025 dataset; level of theory: the ωB97M-V functional and the def2-TZVPD basis.

Element x y z (Å)
V: 0.680 -0.198 0.011
C: 1.778 -1.301 -3.226
C: 2.846 -1.278 -2.180
C: 4.075 -1.848 -2.488
C: 5.095 -1.852 -1.557
C: 4.881 -1.231 -0.345
C: 3.646 -0.652 -0.095
N: 2.617 -0.715 -0.973
C: 3.386 0.112 1.136
C: 4.366 0.486 2.015
C: 4.013 1.289 3.125
C: 2.712 1.677 3.277
C: 1.732 1.264 2.348
N: 2.087 0.474 1.288
C: 0.354 1.594 2.416
C: -0.180 2.422 3.430
C: -1.513 2.692 3.451
C: -2.336 2.111 2.473
C: -1.783 1.297 1.507
C: -2.704 0.617 0.543
N: -0.448 1.063 1.430
H: 1.222 -0.366 -3.228
H: 2.232 -1.455 -4.204
H: 1.066 -2.102 -3.033
H: 4.212 -2.292 -3.464
H: 6.046 -2.318 -1.778
H: 5.658 -1.198 0.402
H: 5.394 0.202 1.860
H: 4.768 1.597 3.834
H: 2.429 2.295 4.116
H: 0.473 2.835 4.183
H: -1.936 3.326 4.220
H: -3.406 2.260 2.485
H: -2.413 0.787 -0.489
H: -2.677 -0.464 0.696
H: -3.724 0.966 0.695
S: 0.501 -2.078 1.370
C: -0.791 -3.040 0.701
C: -1.228 -4.177 1.383
C: -2.255 -4.962 0.887
C: -2.679 -6.119 1.622
N: -3.014 -7.038 2.226
C: -2.871 -4.612 -0.327
C: -2.438 -3.488 -1.011
C: -1.406 -2.692 -0.514
S: -0.881 -1.292 -1.413
C: -3.941 -5.397 -0.872
N: -4.800 -6.006 -1.334
H: -0.756 -4.447 2.319
H: -2.910 -3.222 -1.947
C: -0.636 4.246 0.192
N: -1.389 3.546 -0.839
C: -2.711 3.771 -1.152
C: -3.011 2.972 -2.197
N: -1.866 2.271 -2.511
C: -1.768 1.306 -3.596
C: -0.874 2.616 -1.666
Se: 0.881 1.989 -1.631
H: -1.336 4.835 0.779
H: 0.107 4.893 -0.269
H: -0.134 3.527 0.832
H: -3.316 4.467 -0.600
H: -3.930 2.830 -2.736
H: -2.418 0.457 -3.395
H: -0.741 0.958 -3.647
H: -2.043 1.789 -4.533

Output
- E (eV) = -154653.8775
- HOMO level (alpha / beta) (eV) = -6.1 / -6.4
- E_LUMO (alpha / beta) (eV) = -0.7 / -0.7
- multiplicity = 2

---

# 4
A structure of composition C28H47Ge2N3OV. Source: the Open Molecules 2025 dataset; level of theory: the ωB97M-V functional and the def2-TZVPD basis.

Element x y z (Å)
V: -0.161 0.235 0.038
N: -0.182 0.307 2.110
C: -0.352 1.704 2.578
C: 0.533 2.607 1.722
N: 0.420 2.266 0.277
C: -0.448 3.190 -0.492
C: -1.891 3.036 -0.050
N: -2.244 1.603 -0.121
H: -0.893 -0.288 2.530
H: 0.718 -0.057 2.426
H: -0.070 1.813 3.625
H: -1.404 1.965 2.484
H: 1.566 2.452 2.027
H: 0.290 3.656 1.897
H: 1.352 2.371 -0.123
H: -0.363 2.930 -1.551
H: -0.123 4.227 -0.380
H: -2.528 3.663 -0.674
H: -2.007 3.382 0.976
H: -2.547 1.386 -1.068
H: -3.047 1.412 0.470
C: 2.768 0.195 -2.952
C: 3.114 0.879 -1.628
Ge: 2.422 -0.111 -0.023
C: 3.480 0.772 1.449
C: 3.310 0.187 2.850
C: 3.387 -1.810 -0.114
C: 2.760 -2.982 -0.063
Ge: 0.769 -2.877 -0.108
C: -0.104 -3.237 1.672
C: -0.212 -4.720 2.034
C: 0.071 -3.441 -1.910
C: 0.141 -4.944 -2.192
C: 3.361 -4.327 -0.019
C: 4.744 -4.526 -0.070
C: 5.271 -5.804 -0.016
C: 4.440 -6.911 0.090
C: 3.067 -6.733 0.153
C: 2.545 -5.453 0.104
H: 3.152 0.758 -3.803
H: 1.687 0.090 -3.075
H: 3.198 -0.807 -2.988
H: 2.782 1.924 -1.638
H: 4.197 0.904 -1.494
H: 3.357 1.858 1.458
H: 4.503 0.599 1.104
H: 2.362 0.481 3.316
H: 4.099 0.534 3.518
H: 3.361 -0.904 2.828
H: 4.476 -1.764 -0.140
H: -1.086 -2.766 1.665
H: 0.536 -2.724 2.395
H: -0.767 -5.283 1.282
H: -0.740 -4.827 2.983
H: 0.771 -5.173 2.152
H: 0.707 -2.897 -2.611
H: -0.948 -3.088 -2.030
H: 1.168 -5.300 -2.210
H: -0.296 -5.142 -3.173
H: -0.419 -5.528 -1.460
H: 5.413 -3.679 -0.153
H: 6.344 -5.942 -0.053
H: 4.859 -7.907 0.129
H: 2.410 -7.588 0.243
H: 1.468 -5.317 0.174
C: -3.452 -2.252 -0.640
C: -2.299 -1.393 -1.055
O: -1.360 -1.185 -0.227
C: -2.209 -0.837 -2.395
C: -3.167 -1.120 -3.377
C: -3.015 -0.630 -4.662
C: -1.913 0.150 -4.992
C: -0.957 0.452 -4.029
C: -1.108 -0.037 -2.749
H: -3.361 -2.516 0.411
H: -3.484 -3.172 -1.229
H: -4.399 -1.732 -0.798
H: -4.027 -1.731 -3.139
H: -3.757 -0.861 -5.414
H: -1.793 0.522 -6.000
H: -0.103 1.063 -4.291
H: -0.337 0.177 -2.002

Output
- charge = +2
- relative energy (zero: lowest compared OMol25 entry of this formula, charge and spin) (kcal per mole) = 25.9
- E (eV) = -175020.8919
- HOMO level (alpha / beta) (eV) = -12.9 / -12.4
- E_LUMO (alpha / beta) (eV) = -6.4 / -6.5
- multiplicity = 2

---

# 5
An isolated molecule of C3H6ClNO2. Source: the Open Molecules 2025 dataset; level of theory: the ωB97M-V functional and the def2-TZVPD basis.

Element x y z (Å)
C: -2.353 -0.041 0.432
C: -1.206 -0.709 -0.158
N: -0.119 0.069 -0.030
O: 0.053 1.054 0.653
O: 1.266 -0.271 -0.688
C: 2.513 0.365 -0.506
Cl: 3.433 -0.695 0.687
H: -2.454 -0.722 1.291
H: -2.116 1.035 0.718
H: -3.206 -0.106 -0.213
H: -1.280 -1.662 -0.737
H: 2.336 1.344 -0.091
H: 3.132 0.337 -1.359

Output
- relative energy (zero: lowest compared OMol25 entry of this formula, charge and spin) (kcal per mole) = 124.7
- E (eV) = -21310.7137
- HOMO level (eV) = -9.1
- E_LUMO (eV) = 0.9
- SMILES = C/C=[N+](\[O-])OCCl

---

# 6
A cluster of 2 separate species, C10H16 in total. Source: the Open Molecules 2025 dataset; level of theory: the ωB97M-V functional and the def2-TZVPD basis.

Element x y z (Å)
C: -2.204 -0.578 1.579
C: -1.705 0.100 0.403
C: -1.261 1.453 0.603
C: -0.925 2.171 -0.500
C: -1.095 1.730 -1.817
C: -1.419 0.392 -2.005
C: -1.618 -0.449 -0.850
H: -2.693 0.014 2.406
H: -1.363 -0.951 2.205
H: -2.956 -1.363 1.377
H: -1.228 1.879 1.580
H: -0.541 3.158 -0.186
H: -1.079 2.476 -2.625
H: -1.695 -0.172 -3.001
H: -1.811 -1.481 -0.964
C: 1.612 0.053 1.120
C: 2.702 -0.812 0.430
C: 2.280 -1.551 -0.883
H: 0.875 0.372 0.241
H: 2.034 0.892 1.712
H: 0.781 -0.511 1.681
H: 3.382 -0.091 0.052
H: 3.360 -1.534 0.990
H: 2.201 -2.628 -0.664
H: 1.319 -1.140 -1.297
H: 3.046 -1.428 -1.584

Output
- relative energy (zero: lowest compared OMol25 entry of this formula, charge and spin) (kcal per mole) = 42.8
- E (eV) = -10627.8882
- HOMO level (eV) = -8.9
- E_LUMO (eV) = 1.0
- SMILES = Cc1ccccc1.CCC

---

# 7
A cluster of 3 separate species, C10H17Cl4NO4S in total. Source: the Open Molecules 2025 dataset; level of theory: the ωB97M-V functional and the def2-TZVPD basis.

Element x y z (Å)
C: -2.205 -0.058 -0.485
C: -1.190 0.510 -0.783
C: 0.171 1.009 -1.168
C: 1.290 0.223 -0.444
O: 0.922 0.145 0.958
S: 0.991 -1.418 1.376
O: 1.474 -1.746 2.679
O: -0.367 -1.856 1.275
O: 1.875 -1.979 0.159
C: 1.781 -1.137 -1.023
C: 0.821 -1.964 -2.007
N: 0.245 -3.124 -1.347
H: -2.928 -0.745 -0.084
H: 0.238 2.052 -0.817
H: 0.307 0.969 -2.256
H: 2.216 0.824 -0.378
H: 2.730 -1.050 -1.571
H: -0.017 -1.373 -2.408
H: 1.448 -2.244 -2.876
H: 0.713 -3.986 -1.583
H: -0.754 -3.183 -1.462
Cl: 2.508 1.573 5.200
C: 2.334 -0.176 5.507
C: 1.291 -0.470 6.556
Cl: 1.794 0.069 8.181
H: 3.309 -0.566 5.793
H: 2.044 -0.635 4.564
H: 1.125 -1.545 6.617
H: 0.343 0.010 6.321
Cl: -1.761 2.427 -5.926
C: -3.288 2.587 -5.018
C: -3.057 3.024 -3.592
Cl: -2.258 1.755 -2.612
H: -3.808 1.633 -5.064
H: -3.889 3.330 -5.542
H: -4.012 3.235 -3.112
H: -2.445 3.923 -3.545

Output
- E (eV) = -81246.7358
- HOMO level (eV) = -9.4
- E_LUMO (eV) = 0.4
- SMILES = C#CC[C@H]1OS(=O)(=O)O[C@H]1CN.ClCCCl.ClCCCl

---

# 8
An isolated molecule of CH3Cl3FNP2S. Source: the Open Molecules 2025 dataset; level of theory: the ωB97M-V functional and the def2-TZVPD basis.

Element x y z (Å)
C: -1.930 -0.305 0.045
P: -0.303 0.664 -0.116
F: 1.385 1.569 -0.240
Cl: -0.640 1.478 -1.907
Cl: -0.626 1.990 1.393
N: 0.608 -0.672 -0.016
P: 2.166 -0.879 0.092
S: 3.071 -2.250 -0.982
Cl: 3.038 -0.167 1.730
H: -2.708 0.276 0.341
H: -2.112 -0.520 -0.940
H: -1.948 -1.186 0.600

Output
- relative energy (zero: lowest compared OMol25 entry of this formula, charge and spin) (kcal per mole) = 9.3
- E (eV) = -72275.1454
- HOMO level (eV) = -10.3
- E_LUMO (eV) = -1.6
- SMILES = CP(F)(Cl)(Cl)N=P(=S)Cl